# 1
Here is a molecular structure, C19H43OP3STm at a distorted geometry from the OMol25 dataset. Energies are from the ωB97M-V functional and the def2-TZVPD basis.

For the lowest unoccupied orbital energy (alpha / beta), the calculation gives -0.4432 / -0.4405 Ha. For the HOMO energy (alpha / beta), the calculation gives -15.832 / -15.838 eV. The total charge is +3. The expectation value of S² is 2.0026. Its frontier orbital gap (alpha / beta) is 3.77 / 3.85 eV. The calculation puts the electronic energy at -90652.3573 eV. Its spin multiplicity is 3.

Element x y z (Å)
Tm -1.15813 -0.42211 -1.08347
P 0.95809 0.20355 1.03355
P -0.79466 2.53333 -1.20286
P 0.40227 -2.75293 -1.12245
H -1.58273 -0.17863 -3.77591
C -1.60957 -1.09242 -3.16336
C -2.80275 -1.37228 -2.45544
H -3.67185 -0.68574 -2.58235
C 2.71514 0.48388 0.58191
C 0.82247 1.56466 2.26311
C 1.14221 -1.20954 2.18808
C -1.90140 3.53600 -2.29765
C -1.02825 3.46835 0.37290
C 0.85987 3.17621 -1.67316
C 0.21808 -3.99680 -2.47624
C 0.13232 -3.92151 0.27436
C 2.23511 -2.78423 -1.02435
H -1.03447 -1.94650 -3.54092
H -3.12499 -2.41301 -2.34786
H 3.28155 0.57125 1.52029
H 2.79245 1.42194 0.01956
H 3.10571 -0.34665 -0.01583
H 1.55589 1.34722 3.05224
H -0.19082 1.56457 2.67621
H 1.03470 2.52677 1.78503
H 1.53958 -0.80051 3.12528
H 1.82274 -1.95910 1.77723
H 0.15185 -1.64822 2.35634
H -2.62485 4.09355 -1.69072
H -2.44287 2.86000 -2.96570
H -1.32646 4.24106 -2.90504
H -0.08970 3.94797 0.67445
H -1.37792 2.80691 1.17168
H -1.78644 4.23313 0.19131
H 0.74251 4.11027 -2.25274
H 1.41452 2.45267 -2.29731
H 1.43178 3.39592 -0.75345
H 0.94616 -4.79987 -2.30337
H 0.40111 -3.56072 -3.46325
H -0.78946 -4.42756 -2.47171
H 0.76336 -4.81362 0.14091
H -0.92417 -4.21234 0.30316
H 0.38943 -3.44368 1.22404
H 2.62004 -3.74669 -1.40006
H 2.57973 -2.67432 0.01163
H 2.67373 -1.98239 -1.62599
C 2.04189 0.85716 -4.59737
C 3.37708 1.24574 -4.77161
C 3.66977 2.45977 -5.38975
C 2.64259 3.27632 -5.88895
C 1.31477 2.88266 -5.68186
C 0.99835 1.69912 -5.01687
S 1.81902 -0.65292 -3.79955
H 3.11267 -0.99734 -3.63229
H 4.17915 0.58036 -4.42908
H 4.71135 2.74577 -5.46460
H 2.88401 4.22077 -6.38420
H 0.51849 3.52601 -6.04650
H -0.04060 1.41557 -4.86913
C -4.11005 -0.38076 2.32680
C -3.32478 0.25154 1.20923
O -2.79517 -0.80752 0.32191
H -5.03493 -0.81507 1.92467
H -4.34307 0.40207 3.05664
H -3.52588 -1.17893 2.81202
H -3.90640 0.95342 0.61102
H -2.45440 0.80872 1.55217
H -3.22210 -1.68439 0.45648

Löwdin atomic charge list, values in e, 2 entries: 1.091, 0.738

# 2
Here is a molecular structure, C4H13N4O3V at a distorted geometry from the OMol25 dataset. Energies are from the ωB97M-V functional and the def2-TZVPD basis.

For the lowest unoccupied orbital energy (alpha / beta), the calculation gives -0.1553 / -0.1344 Ha. For the HOMO energy (alpha / beta), the calculation gives -13.198 / -12.480 eV. The total charge is +1. The expectation value of S² is 0.7920. Its frontier orbital gap (alpha / beta) is 8.97 / 8.82 eV. The calculation puts the electronic energy at -42140.4211 eV. Its spin multiplicity is 2.

Element x y z (Å)
V -0.24947 -0.90911 1.00407
N 1.69937 -0.84701 0.14848
C 1.93474 0.45488 -0.54022
C 1.11217 1.52212 0.16140
N -0.29033 1.06352 0.36103
C -1.21663 1.23443 -0.79247
C -1.20525 0.00719 -1.69047
N -1.27449 -1.20783 -0.83295
H 1.99776 -1.62323 -0.43617
H 2.29294 -0.90857 0.97598
H 2.99012 0.72420 -0.52572
H 1.64442 0.34487 -1.58259
H 1.52415 1.69432 1.15681
H 1.14322 2.46696 -0.38322
H -0.67002 1.59815 1.13828
H -2.21476 1.36494 -0.37279
H -0.97517 2.13561 -1.35826
H -2.03902 0.04849 -2.39054
H -0.29293 -0.05395 -2.27946
H -2.23589 -1.36848 -0.53107
H -1.03806 -2.03826 -1.36999
O 0.28442 -0.62691 2.96706
N -0.68605 -1.47166 2.64239
O -0.38483 -2.66320 2.23634
O -1.85041 -0.94147 2.29408

Löwdin atomic charge list, values in e, 2 entries: 1.012, -0.018

# 3
Here is a molecular structure, C27H71BF4N4O9 at a distorted geometry from the OMol25 dataset. Energies are from the ωB97M-V functional and the def2-TZVPD basis.

For the lowest unoccupied orbital energy, the calculation gives -0.1686 Ha. For the HOMO energy, the calculation gives -14.306 eV. The energy relative to the best compared isomer or geometry (same formula, charge and spin) is 333.44 kcal/mol. The total charge is +2. Its frontier orbital gap is 9.72 eV. The calculation puts the electronic energy at -65056.1408 eV. Its spin multiplicity is 1.

Element x y z (Å)
C -1.16437 0.27517 -0.77253
C -0.50106 -0.37623 0.52279
C -0.41289 -1.91594 0.45488
O 0.73639 0.15795 0.92690
H -0.88098 -0.23772 -1.69163
H -0.72614 1.24762 -0.99701
H -2.25312 0.31296 -0.73642
H -1.17584 -0.05378 1.31576
H 0.17136 -2.22327 -0.41247
H -1.33311 -2.47706 0.29228
H 0.01148 -2.29541 1.38440
C 1.84679 2.40886 -3.60938
O 1.97875 1.10939 -2.96445
C 0.83484 0.29278 -3.00234
C 1.01789 -1.01323 -2.35039
N 1.58280 -0.80200 -0.92264
H 2.09823 0.06551 -0.96563
H 0.88706 -0.49608 -0.25746
C 2.40003 -2.00298 -0.32575
C 3.89641 -2.03284 -0.78086
O 4.09276 -1.98468 -2.17877
C 5.46807 -1.92289 -2.63374
H 2.75633 2.76141 -4.09574
H 1.62035 3.16688 -2.85956
H 1.15621 2.29093 -4.44441
H 0.37153 0.19506 -3.98412
H 0.11624 0.87403 -2.42453
H 1.74018 -1.65846 -2.85046
H 0.18937 -1.69457 -2.15695
H 1.91049 -2.95174 -0.54554
H 2.31400 -1.90337 0.75627
H 4.43991 -2.85879 -0.32205
H 4.27951 -1.15113 -0.26712
H 5.41181 -1.84916 -3.71978
H 5.98739 -2.85850 -2.42629
H 6.07267 -1.14658 -2.16479
C -4.10460 1.50228 0.28926
O -4.46543 0.37629 -0.47094
C -4.38984 0.71690 -1.83929
C -4.92095 -0.52855 -2.68469
N -4.37687 -1.80644 -1.98768
H -4.86644 -1.76308 -1.10533
H -4.74218 -2.65983 -2.38565
C -2.88339 -1.98075 -1.73969
C -2.08696 -2.10659 -3.01685
O -2.29193 -0.97586 -3.87264
C -1.57628 -1.17667 -5.09642
H -5.00114 2.07696 0.52179
H -3.35695 2.21660 -0.05551
H -3.81478 1.10126 1.26050
H -3.34450 0.95447 -2.03654
H -5.00656 1.59373 -2.03659
H -4.47614 -0.41144 -3.67289
H -5.97703 -0.77061 -2.80384
H -2.80796 -2.72850 -0.95021
H -2.66394 -1.08228 -1.16289
H -2.33198 -3.05698 -3.49100
H -1.05353 -2.22938 -2.69275
H -0.50621 -1.37177 -5.02585
H -1.80963 -0.21873 -5.56118
H -2.14513 -1.90773 -5.67093
C -1.16572 2.39289 -3.17031
O -0.36437 2.27323 -2.05383
C 0.29103 3.49574 -1.64667
C 1.32164 3.26832 -0.48336
N 0.86896 2.28798 0.62607
H 0.66964 1.33165 0.36956
H 1.64700 2.25697 1.26934
C -0.47938 2.71789 1.29781
C -0.46205 2.23914 2.80514
O 0.65268 2.81377 3.45726
C 0.80295 2.52982 4.85609
H -2.07608 2.94269 -2.93141
H -1.40358 1.46271 -3.68634
H -0.58945 3.04748 -3.82416
H -0.37779 4.23776 -1.21055
H 0.87682 3.92943 -2.45714
H 1.72042 4.14919 0.01977
H 2.20787 2.81187 -0.92420
H -1.19458 2.23188 0.63420
H -0.53697 3.80635 1.30352
H -0.31162 1.15999 2.83508
H -1.32954 2.58873 3.36491
H 1.13911 1.52348 5.10583
H -0.14440 2.72920 5.35696
H 1.58440 3.17909 5.25091
C 5.58638 -1.17983 3.85700
O 4.34984 -0.51965 4.22866
C 3.83136 0.49276 3.30581
C 2.95233 -0.14067 2.18699
N 1.45800 -0.35555 2.49671
H 1.14669 0.51583 2.90154
H 0.97365 -0.52540 1.62684
C 1.18426 -1.57225 3.47230
C -0.24278 -1.53899 4.06385
O -0.43484 -0.29513 4.82363
C -1.75858 0.18938 4.80821
H 6.23676 -0.40550 3.45015
H 5.43479 -1.92921 3.08012
H 6.11441 -1.62416 4.70071
H 4.62982 1.15554 2.97223
H 3.17511 1.16873 3.85399
H 3.38009 -1.09342 1.87491
H 2.86289 0.57648 1.37103
H 1.99466 -1.47643 4.19491
H 1.20070 -2.51442 2.92443
H -0.41787 -2.35853 4.76084
H -1.00504 -1.69892 3.30129
H -1.75860 1.16449 5.29531
H -2.39655 -0.49552 5.36678
H -2.16664 0.23304 3.79842
B -4.32212 -2.81960 0.68621
F -4.83205 -3.06441 -0.57387
F -2.92673 -2.78866 0.66937
F -4.88764 -1.68065 1.33027
F -4.64998 -3.84250 1.50370

Löwdin atomic charge list, values in e, 2 entries: -0.011, -0.306

# 4
Here is C5H9NO in the gas phase at a distorted geometry from the OMol25 dataset. Energies are from the ωB97M-V functional and the def2-TZVPD basis.

For the lowest unoccupied orbital energy, the calculation gives 0.0248 Ha. The SMILES is CC(C)(C#N)CO. For the HOMO energy, the calculation gives -10.797 eV. The energy relative to the best compared isomer or geometry (same formula, charge and spin) is 25.51 kcal/mol. The total charge is 0. Its frontier orbital gap is 11.47 eV. The calculation puts the electronic energy at -8868.1062 eV. Its spin multiplicity is 1.

Element x y z (Å)
C -0.69471 -0.31795 1.26650
C 0.12074 -0.17780 -0.03043
C -0.39149 -1.15952 -1.09309
C 1.53395 -0.48282 0.27586
N 2.63266 -0.72097 0.54972
C 0.03164 1.25536 -0.59062
O 0.66241 2.24126 0.19155
H -0.37774 0.39873 2.03126
H -1.75395 -0.14056 1.05149
H -0.58733 -1.32264 1.68602
H -0.36686 -2.18757 -0.72132
H -1.42730 -0.91132 -1.34895
H 0.21383 -1.10638 -2.00304
H -1.03747 1.49457 -0.69710
H 0.47894 1.27472 -1.59276
H 0.96270 1.86290 1.02489

Löwdin atomic charge list, values in e, 2 entries: -0.033, -0.542

# 5
Here is C5H12NO in the gas phase at a distorted geometry from the OMol25 dataset. Energies are from the ωB97M-V functional and the def2-TZVPD basis.

For the lowest unoccupied orbital energy (alpha / beta), the calculation gives 0.0198 / 0.0091 Ha. For the HOMO energy (alpha / beta), the calculation gives -5.092 / -6.098 eV. The energy relative to the best compared isomer or geometry (same formula, charge and spin) is 113.14 kcal/mol. The total charge is 0. The expectation value of S² is 0.7576. Its frontier orbital gap (alpha / beta) is 5.63 / 6.34 eV. The calculation puts the electronic energy at -8910.2808 eV. Its spin multiplicity is 2.

Element x y z (Å)
C 0.36075 1.93032 -0.77945
O 1.37504 0.74734 -0.72626
C -0.75429 1.59578 0.15949
C -1.45761 0.18452 -0.06968
C -0.94561 -0.92001 0.85619
C -0.27254 -2.10068 0.59034
N 1.03137 -1.75648 0.01957
H -0.00123 2.08685 -1.93191
H 0.99424 2.78217 -0.55788
H 2.01661 1.05900 -0.02748
H -1.56256 2.35957 0.19781
H -0.35816 1.79782 1.18695
H -1.54714 -0.05660 -1.19510
H -2.47088 0.17583 0.38949
H -0.69094 -0.62492 1.91183
H -0.34231 -2.86457 1.32337
H 0.99382 -0.83087 -0.46274
H 1.65179 -1.07839 0.50963
H 1.51267 -2.62871 -0.21221

Löwdin atomic charge list, values in e, 2 entries: -0.178, -0.168

Which value of total charge does entry 2 give? +1